[1]
{
  "formula": "C3H3N3S",
  "method": "wB97M-V/def2-TZVPD",
  "species": ["S", "C", "C", "N", "C", "N", "N", "H", "H", "H"],
  "coordinates": [[-0.633735, 0.958344, 2.384108], [-0.330505, 0.189693, 0.770398], [0.313002, -1.048636, 0.444188], [0.540060, -1.340294, -0.700526], [0.045424, -0.547240, -1.725259], [-0.429331, 0.693955, -1.559112], [-0.524149, 1.027737, -0.238398], [-0.125649, 2.467446, 2.001299], [0.998967, -1.473897, 1.253580], [0.145917, -0.927108, -2.630279]],
  "forces_ev_per_angstrom": [[1.44, 2.35, -1.17], [-0.07, 1.98, -1.43], [0.96, 2.32, 8.37], [0.42, -1.50, -7.89], [-0.57, 2.19, 4.83], [1.18, -2.52, 1.46], [-0.95, 0.47, 0.13], [-1.24, -3.70, 0.63], [-1.50, -0.16, -0.75], [0.33, -1.45, -4.18]],
  "nbo_charge": [-0.017, 0.011, 0.069, -0.407, 0.214, -0.208, -0.242, 0.206, 0.195, 0.178],
  "homo_ev": -9.4674,
  "smiles": "Sc1cncnn1",
  "total_charge": 0,
  "lumo_ev": -0.35
}

=====

[2]
{
  "formula": "CH5N3O",
  "method": "wB97M-V/def2-TZVPD",
  "species": ["N", "N", "C", "N", "O", "H", "H", "H", "H", "H"],
  "coordinates": [[0.106403, 1.741704, -1.164245], [0.265517, 0.431082, -0.662830], [-0.465303, -0.055368, 0.262105], [-0.039106, -1.094268, 1.267114], [0.906471, -2.014701, 0.676502], [0.357234, 1.691590, -2.206188], [-0.838632, 1.865746, -1.263162], [-1.223749, 0.508799, 0.984291], [-0.771824, -1.581195, 1.701456], [1.702988, -1.493389, 0.404958]],
  "forces_ev_per_angstrom": [[2.00, -1.43, -1.95], [0.20, -1.65, 1.01], [-0.15, 1.33, 4.05], [2.67, 2.34, -4.27], [-0.18, 0.12, 0.39], [0.24, -0.03, 2.05], [-3.29, 1.03, 0.26], [0.80, -0.46, -2.23], [-1.08, -1.15, 0.11], [-1.20, -0.10, 0.58]],
  "nbo_charge": [-0.603, -0.330, 0.177, -0.325, -0.583, 0.351, 0.329, 0.138, 0.365, 0.481],
  "homo_ev": -8.7719,
  "smiles": "N/N=C/NO",
  "total_charge": 0,
  "lumo_ev": 1.04
}

=====

[3]
{
  "formula": "C7H12",
  "method": "wB97M-V/def2-TZVPD",
  "species": ["C", "C", "C", "C", "C", "C", "C", "H", "H", "H", "H", "H", "H", "H", "H", "H", "H", "H", "H"],
  "coordinates": [[1.045263, 0.338847, 2.036283], [0.004604, -0.056479, 1.276052], [-1.247480, -0.665622, 1.902139], [0.025846, 0.137890, -0.175467], [0.279127, 1.564631, -0.701281], [-0.136750, -0.852836, -1.061627], [0.232682, -0.714903, -2.513909], [1.905664, 0.744027, 1.528885], [0.815351, 0.292307, 3.089417], [-1.896421, -0.026726, 2.482539], [-1.847623, -1.083408, 1.086218], [-0.789965, -1.416780, 2.563965], [0.145001, 2.279028, 0.122043], [1.344923, 1.566702, -0.923774], [-0.461047, 1.958356, -1.397803], [-0.390245, -1.817396, -0.662535], [-0.621329, -0.296575, -3.048456], [1.200791, -0.238904, -2.662262], [0.391608, -1.712161, -2.940424]],
  "forces_ev_per_angstrom": [[-1.96, -0.49, -1.04], [-0.09, 0.90, 0.82], [1.17, -0.74, -0.49], [-0.58, 0.63, -1.53], [0.04, -0.24, 1.99], [0.84, 0.57, 0.68], [-0.56, -1.27, 0.10], [0.34, 0.17, 0.59], [1.00, 0.10, 0.35], [0.12, 0.55, 0.12], [0.07, -0.33, 0.48], [-0.98, -0.20, -0.10], [0.29, -0.30, 0.14], [-0.11, 0.67, -0.90], [0.57, -0.61, -0.81], [0.02, -0.53, -0.06], [0.44, 0.45, -0.38], [-0.36, 0.66, -0.03], [-0.23, 0.03, 0.07]],
  "nbo_charge": [-0.435, 0.017, -0.656, -0.026, -0.664, -0.177, -0.655, 0.205, 0.202, 0.225, 0.219, 0.225, 0.220, 0.223, 0.228, 0.194, 0.221, 0.219, 0.216],
  "homo_ev": -8.5290,
  "smiles": "C=C(C)/C(C)=C/C",
  "total_charge": 0,
  "lumo_ev": 1.03
}

=====

[4]
{
  "formula": "C2H9N3",
  "method": "wB97M-V/def2-TZVPD",
  "species": ["C", "C", "N", "N", "N", "H", "H", "H", "H", "H", "H", "H", "H", "H"],
  "coordinates": [[-2.311863, -0.120628, 0.208340], [2.137040, 0.567161, -0.124909], [-1.054043, 0.094069, -0.592652], [1.315587, -0.657980, -0.064773], [0.182508, -0.417208, 0.620170], [-3.053519, 0.729924, 0.040091], [-2.680523, -0.918228, -0.268352], [-2.179948, -0.205605, 1.268670], [1.754707, 1.462823, 0.502602], [3.178686, 0.160039, 0.275898], [2.179815, 0.841166, -1.123106], [-0.721853, 1.074303, -0.639062], [1.362640, -1.250387, -0.934086], [-0.109238, -1.359454, 0.831170]],
  "forces_ev_per_angstrom": [[1.00, 4.78, -0.90], [1.76, -1.51, 2.61], [1.79, -0.59, 2.95], [1.47, 1.10, 0.07], [-1.98, -0.24, -2.63], [0.92, -0.92, 0.19], [-1.90, -3.36, -0.97], [0.29, -0.25, 0.56], [0.46, -1.97, -0.86], [-1.73, 1.70, -0.92], [0.63, 0.99, -1.93], [-0.75, -0.54, 0.42], [-0.73, 0.98, 1.26], [-1.21, -0.17, 0.14]],
  "nbo_charge": [-0.441, -0.430, -0.554, -0.471, -0.298, 0.188, 0.191, 0.190, 0.220, 0.197, 0.184, 0.332, 0.357, 0.335],
  "homo_ev": -8.2221,
  "total_charge": 0,
  "lumo_ev": 1.24
}

=====

The calculation returns the following frontier orbital gap values, one per record and in order: 9.1 9.8 9.6 9.5 eV.
The calculation returns the following energy above the lowest of the compared OMol25 structures with the same formula, charge and spin values, one per record and in order: 3.3828 3.8020 1.6487 4.3559 eV.